{
  "formula": "C46H61NP3PdTe",
  "method": "ωB97M-V with the def2-TZVPD basis set",
  "orbital_gap_ev": [5.87, 4.42],
  "relative_energy_kj_mol": 0.0,
  "homo_ha": [-0.503, -0.569],
  "s_squared": 6.06,
  "charge": 3,
  "spin_multiplicity": 5,
  "symbols": ["Pd", "C", "C", "C", "P", "C", "C", "C", "C", "C", "C", "C", "C", "C", "C", "N", "C", "C", "C", "C", "C", "C", "C", "P", "C", "C", "C", "C", "C", "C", "H", "H", "H", "H", "H", "H", "H", "H", "H", "H", "H", "H", "H", "H", "H", "H", "H", "H", "H", "H", "H", "H", "H", "H", "H", "H", "H", "H", "H", "H", "H", "H", "H", "H", "H", "H", "H", "H", "H", "H", "C", "C", "C", "C", "C", "C", "P", "C", "C", "C", "C", "C", "C", "C", "C", "C", "C", "C", "C", "H", "H", "H", "H", "H", "H", "H", "H", "H", "H", "H", "H", "H", "H", "H", "C", "Te", "C", "H", "H", "H", "H", "H", "H"],
  "positions_angstrom": [[11.1043, 12.8770, 9.3353], [15.1621, 12.6008, 6.3513], [13.6743, 12.6529, 6.8884], [12.8028, 13.4222, 5.8979], [13.2930, 13.2985, 8.5688], [14.6572, 12.9692, 9.8762], [14.1298, 13.0881, 11.3426], [15.8619, 13.9551, 9.6189], [13.1010, 15.0931, 8.5292], [14.0146, 15.9435, 7.8391], [13.8669, 17.2788, 7.6503], [14.7826, 17.9392, 6.6361], [12.7352, 17.9164, 8.2661], [11.8992, 17.1217, 9.0477], [12.0028, 15.7362, 9.1360], [10.9901, 14.9318, 9.6573], [9.9600, 15.4195, 10.4422], [10.0609, 16.4746, 11.3749], [8.9776, 16.9655, 12.0403], [7.7314, 16.4245, 11.7550], [6.5185, 17.1434, 12.2913], [7.5465, 15.4216, 10.8046], [8.6995, 14.7868, 10.3128], [8.7217, 13.4296, 9.0854], [8.5656, 14.2661, 7.4110], [8.3997, 13.3867, 6.1034], [7.5367, 15.3466, 7.4522], [7.1444, 12.5397, 9.5851], [7.0461, 12.1542, 11.0684], [6.8515, 11.4007, 8.6632], [15.0898, 12.4716, 5.2578], [15.7246, 11.7001, 6.7655], [15.7701, 13.4988, 6.4878], [13.2859, 11.6184, 6.8406], [13.2161, 14.4169, 5.7456], [11.7584, 13.5214, 6.1936], [12.7575, 12.9084, 4.9108], [15.0467, 11.9417, 9.7164], [14.5641, 13.9800, 11.8210], [14.4953, 12.2167, 11.9729], [13.0367, 13.0876, 11.3431], [15.5830, 14.9944, 9.8119], [16.3835, 13.7843, 8.6591], [16.4768, 13.6999, 10.4722], [14.7867, 15.4407, 7.2367], [14.2397, 18.6592, 6.0532], [15.0847, 17.1726, 5.9304], [15.6798, 18.4527, 7.0257], [12.5658, 19.0061, 8.0602], [11.1261, 17.6857, 9.5548], [11.0760, 16.7939, 11.6038], [9.0702, 17.7750, 12.7594], [6.6663, 17.3757, 13.3420], [5.6189, 16.4961, 12.0618], [6.4957, 18.1569, 11.8223], [6.5601, 15.0836, 10.4554], [9.6178, 14.6842, 7.3594], [7.6753, 13.8092, 5.4083], [8.1299, 12.3481, 6.2234], [9.3442, 13.4724, 5.5117], [6.4993, 15.0737, 7.6727], [7.4762, 15.8557, 6.4780], [7.7398, 16.1624, 8.1286], [6.3301, 13.3474, 9.5144], [8.0834, 12.1261, 11.5382], [6.5721, 11.1548, 11.1212], [6.4483, 12.9288, 11.6237], [7.5959, 10.5781, 8.6904], [6.5897, 11.6820, 7.6348], [5.9322, 10.9483, 9.1514], [10.9145, 8.3216, 5.5841], [10.3621, 9.5723, 5.6799], [10.5238, 10.3096, 6.8913], [11.1860, 9.6566, 8.0280], [11.6385, 8.3719, 7.8600], [11.5016, 7.7143, 6.6730], [11.2945, 10.4917, 9.6106], [10.0236, 9.7078, 10.5740], [9.2181, 8.6095, 10.1598], [8.1551, 8.0963, 10.9821], [7.9660, 8.5788, 12.2340], [8.7450, 9.7100, 12.7007], [9.6857, 10.1946, 11.8566], [12.8220, 9.9142, 10.4706], [12.8636, 9.5886, 11.7889], [14.0101, 8.9285, 12.3368], [15.1150, 8.5245, 11.5689], [15.0627, 8.9495, 10.2211], [13.9378, 9.5983, 9.6722], [10.8063, 7.7589, 4.6474], [9.9414, 10.1542, 4.8645], [10.2710, 11.4012, 6.9339], [12.1480, 7.8759, 8.6644], [11.9101, 6.7083, 6.5287], [9.4192, 8.0236, 9.2710], [7.3687, 7.4195, 10.5605], [7.2581, 8.1679, 12.9002], [8.6250, 10.1248, 13.6768], [10.2062, 11.0730, 12.1008], [12.1382, 9.9022, 12.4882], [14.0101, 8.7733, 13.4174], [15.9449, 7.9243, 11.9178], [15.9269, 8.6889, 9.5451], [13.9321, 9.9264, 8.6438], [13.6887, 14.4962, 15.3579], [11.9063, 13.2253, 15.4630], [10.4678, 14.8594, 15.1835], [13.7360, 14.8123, 14.3067], [14.5893, 14.0304, 15.7202], [13.3696, 15.3943, 15.9101], [9.6239, 14.6935, 15.8520], [10.0864, 14.8299, 14.1281], [10.8471, 15.7963, 15.3914]],
  "mulliken_charge": [0.20, -1.37, 1.46, -2.00, -0.03, 1.25, -1.28, -1.65, -0.19, -0.28, 0.80, -1.56, -1.33, -0.33, -0.40, 1.39, -0.74, -0.07, -1.37, 0.77, -1.64, -0.70, -0.32, 0.69, 1.58, -1.04, -1.72, 0.59, -0.90, -1.42, 0.49, 0.30, 0.24, -0.07, 0.45, 0.29, 0.56, 0.18, 0.56, 0.16, 0.12, 0.39, 0.28, 0.65, 0.18, 0.44, 0.39, 0.32, 0.42, 0.54, 0.70, 0.52, 0.43, 0.33, 0.36, 0.55, -0.38, 0.46, 0.16, 0.28, 0.33, 0.53, 0.36, 0.53, -0.12, 0.44, 0.23, 0.10, 0.33, 0.53, -0.75, -0.83, -0.08, 0.15, -0.29, -0.66, 1.77, 1.16, -0.84, -0.72, -0.77, -0.65, -1.43, 1.19, -0.84, -0.56, -1.04, -0.41, -0.96, 0.40, 0.48, -0.16, 0.57, 0.45, 0.39, 0.39, 0.47, 0.50, 0.68, 0.51, 0.40, 0.47, 0.42, 0.59, -0.87, 0.72, -0.76, 0.24, 0.41, 0.39, 0.46, 0.06, 0.39]
}



{
  "formula": "C46H63F35IN3O10S",
  "method": "ωB97M-V with the def2-TZVPD basis set",
  "orbital_gap_ev": 9.59,
  "smiles": "[H]/N=C(/N)NCCCC[C@]1(S(C)(=O)=O)[C@H](COC(F)(F)F)C(=O)O[C@]1(CCCCCCCCCCOC)[C@H](I)CC.FC(F)C(F)(F)COC(F)(F)C(F)F.FC(F)C(F)(F)COC(F)(F)C(F)F.FC(F)C(F)(F)COC(F)(F)C(F)F.FC(F)C(F)(F)COC(F)(F)C(F)F",
  "homo_ha": -0.344,
  "symbols": ["H", "N", "C", "N", "N", "C", "C", "C", "C", "C", "S", "C", "O", "O", "C", "C", "O", "C", "F", "F", "F", "C", "O", "O", "C", "C", "C", "C", "C", "C", "C", "C", "C", "C", "C", "O", "C", "C", "I", "C", "C", "H", "H", "H", "H", "H", "H", "H", "H", "H", "H", "H", "H", "H", "H", "H", "H", "H", "H", "H", "H", "H", "H", "H", "H", "H", "H", "H", "H", "H", "H", "H", "H", "H", "H", "H", "H", "H", "H", "H", "H", "H", "H", "H", "H", "H", "H", "F", "C", "F", "C", "F", "F", "C", "O", "C", "F", "F", "C", "F", "F", "H", "H", "H", "H", "F", "C", "F", "C", "F", "F", "C", "O", "C", "F", "F", "C", "F", "F", "H", "H", "H", "H", "F", "C", "F", "C", "F", "F", "C", "O", "C", "F", "F", "C", "F", "F", "H", "H", "H", "H", "F", "C", "F", "C", "F", "F", "C", "O", "C", "F", "F", "C", "F", "F", "H", "H", "H", "H"],
  "positions_angstrom": [[-0.1685, 5.3651, 3.1986], [-0.7562, 5.1008, 2.4095], [-1.6987, 4.3508, 2.8098], [-2.7333, 3.9088, 1.9148], [-1.8543, 3.8900, 4.1525], [-1.2403, 2.5614, 4.3734], [0.2698, 2.5768, 4.1161], [1.0536, 1.5258, 4.9332], [1.2063, 0.1470, 4.2285], [2.5799, -0.2272, 3.6295], [3.9028, -0.0501, 4.8816], [3.1890, -0.2567, 6.4961], [4.8823, -1.0933, 4.6726], [4.3341, 1.3317, 4.8132], [2.9879, 0.6390, 2.4074], [2.8965, 2.1728, 2.4408], [4.1043, 2.7239, 1.8741], [4.0174, 3.2773, 0.6569], [5.1821, 3.7987, 0.3555], [3.6910, 2.3916, -0.2937], [3.0866, 4.2415, 0.5917], [2.0191, 0.0473, 1.3917], [1.4904, 0.6042, 0.4743], [1.7413, -1.2298, 1.7156], [2.5264, -1.6376, 2.8753], [3.9087, -2.1394, 2.3839], [3.9414, -2.9095, 1.0389], [4.1185, -2.0261, -0.2056], [3.6279, -2.6164, -1.5513], [2.2299, -3.2713, -1.6726], [1.3432, -2.5968, -2.7252], [0.0232, -3.3441, -2.9905], [-0.8659, -3.5480, -1.7561], [-2.3243, -3.8613, -2.1146], [-3.3223, -3.6106, -0.9711], [-3.7119, -4.7912, -0.2922], [-4.8512, -5.4474, -0.8088], [1.8410, -2.8725, 3.5205], [-0.2696, -3.0344, 3.1808], [2.1484, -3.1193, 4.9985], [2.0314, -4.6111, 5.3938], [-2.3118, 3.3166, 1.2062], [-3.0618, 4.7265, 1.4046], [-2.8528, 3.7776, 4.2968], [-1.7076, 1.8175, 3.7094], [-1.4434, 2.2611, 5.4025], [0.6447, 3.5809, 4.3357], [0.4298, 2.3958, 3.0480], [0.4924, 1.3407, 5.8546], [2.0186, 1.9382, 5.2274], [0.9390, -0.6344, 4.9420], [0.4470, 0.0733, 3.4427], [2.2538, -0.8020, 6.5010], [3.9527, -0.7642, 7.0900], [3.0234, 0.7474, 6.8920], [4.0234, 0.4383, 2.1212], [2.8670, 2.5619, 3.4533], [2.0301, 2.5340, 1.8886], [4.2952, -2.8102, 3.1572], [4.6330, -1.3277, 2.3488], [3.0824, -3.5781, 0.9333], [4.8179, -3.5632, 1.1194], [3.7202, -1.0193, -0.0533], [5.2001, -1.8911, -0.3379], [3.6661, -1.7941, -2.2763], [4.3886, -3.3346, -1.8818], [2.3636, -4.3112, -2.0028], [1.7049, -3.3203, -0.7175], [1.1357, -1.5579, -2.4333], [1.9045, -2.5503, -3.6577], [-0.5583, -2.8201, -3.7579], [0.2861, -4.3335, -3.3906], [-0.4810, -4.4011, -1.1791], [-0.7916, -2.6787, -1.0974], [-2.4021, -4.9284, -2.3496], [-2.6348, -3.2746, -2.9861], [-4.2087, -3.0818, -1.3384], [-2.8641, -2.9655, -0.2141], [-4.5718, -6.3688, -1.3342], [-5.4071, -4.8038, -1.4990], [-5.5116, -5.7143, 0.0224], [2.2270, -3.7408, 2.9821], [1.4577, -2.5617, 5.6293], [3.1794, -2.7990, 5.1711], [1.8927, -5.2516, 4.5194], [1.1635, -4.7797, 6.0380], [2.9154, -4.9483, 5.9365], [-2.3622, 7.1718, -2.5338], [-2.0105, 6.8115, -1.2857], [-2.2333, 5.4826, -1.1536], [-2.8511, 7.5360, -0.2270], [-4.1351, 7.1176, -0.2956], [-2.3285, 7.0858, 0.9491], [-2.7894, 9.0673, -0.1422], [-3.8271, 9.8209, -0.7404], [-3.8096, 10.2508, -2.0340], [-2.6291, 10.0413, -2.6369], [-4.0182, 11.5889, -2.0127], [-4.9776, 9.6757, -2.8512], [-4.9705, 8.3310, -2.8237], [-4.8420, 10.0852, -4.1310], [-0.9478, 7.0105, -1.1296], [-2.9104, 9.2699, 0.9209], [-1.8030, 9.4345, -0.4282], [-5.9224, 10.0431, -2.4467], [-0.5169, 1.6131, 8.6338], [0.4233, 1.2779, 9.5354], [1.6013, 1.8078, 9.1352], [0.5977, -0.2428, 9.6316], [1.1196, -0.7181, 8.4776], [1.5387, -0.4034, 10.6074], [-0.5925, -1.1076, 10.0716], [-1.3449, -1.7658, 9.0723], [-2.4475, -1.2347, 8.4666], [-2.8793, -0.1144, 9.0672], [-3.4331, -2.1511, 8.5595], [-2.2222, -1.0197, 6.9636], [-1.1448, -0.2324, 6.7480], [-3.3078, -0.4104, 6.4461], [0.1583, 1.6924, 10.5111], [-0.1235, -1.9259, 10.6161], [-1.2282, -0.5736, 10.7790], [-2.0655, -1.9784, 6.4651], [3.2644, -4.0674, -7.9694], [3.4802, -3.5263, -6.7573], [2.9520, -4.3464, -5.8224], [2.8080, -2.1551, -6.6227], [1.4631, -2.2907, -6.6372], [3.1543, -1.7394, -5.3695], [3.2335, -1.0217, -7.5681], [2.3943, -0.7348, -8.6684], [2.4727, -1.3227, -9.8964], [3.5709, -2.0761, -10.0556], [2.5248, -0.3290, -10.8118], [1.1849, -2.1019, -10.1991], [0.9834, -3.0309, -9.2392], [1.3063, -2.7261, -11.3867], [4.5558, -3.4369, -6.5840], [3.1486, -0.1268, -6.9531], [4.2815, -1.1167, -7.8558], [0.3399, -1.4112, -10.2308], [-2.3818, -2.5102, -9.2433], [-1.9322, -3.2081, -8.1783], [-1.8156, -4.5025, -8.5419], [-2.8983, -3.1238, -6.9914], [-4.0525, -3.7576, -7.2861], [-2.2701, -3.8305, -6.0059], [-3.1850, -1.7467, -6.3731], [-4.3731, -1.0701, -6.7389], [-4.4678, -0.2080, -7.7892], [-3.2757, 0.0769, -8.3412], [-4.9744, 0.9525, -7.3114], [-5.4820, -0.6841, -8.8412], [-5.1697, -1.9108, -9.2955], [-5.4556, 0.1823, -9.8782], [-0.9476, -2.8315, -7.8927], [-3.3350, -1.9665, -5.3170], [-2.3114, -1.0971, -6.4428], [-6.4813, -0.7009, -8.4032]],
  "mulliken_charge": [0.26, -0.38, 0.03, -0.63, -0.31, -0.51, -1.15, -0.70, -1.33, 1.05, 1.95, -0.99, -0.79, -0.77, 0.26, -2.06, -0.55, 0.89, -0.27, -0.24, -0.28, -0.39, -0.64, -0.25, 2.12, -1.70, -1.01, -0.12, -1.24, 0.04, 0.09, -0.28, -0.66, 0.73, -0.72, -0.34, -0.75, -1.91, 0.00, 0.80, -1.44, 0.34, 0.24, 0.33, 0.37, 0.27, 0.57, 0.26, -0.50, 0.88, 0.00, 1.00, -0.05, 0.62, 0.48, 1.08, 0.20, 0.92, 0.62, 0.77, 0.31, 0.55, -0.06, 0.41, 0.43, 0.34, 0.39, 0.05, 0.35, -0.57, 0.01, 0.22, 0.21, 0.25, 0.33, -0.59, 0.46, 0.26, 0.26, 0.33, 0.23, 0.97, -0.49, 0.27, 0.31, 0.36, 0.38, -0.24, 0.17, -0.25, 0.91, -0.31, -0.27, -0.88, -0.39, 0.81, -0.29, -0.30, 0.19, -0.22, -0.25, 0.31, 0.41, 0.34, 0.24, -0.18, 0.05, -0.26, 0.87, -0.15, -0.36, -0.81, -0.40, 0.73, -0.29, -0.31, 0.17, -0.14, -0.29, 0.29, 0.36, 0.36, 0.25, -0.24, 0.04, -0.23, 1.06, -0.21, -0.33, -0.99, -0.36, 0.73, -0.29, -0.31, 0.24, -0.24, -0.28, 0.32, 0.44, 0.32, 0.29, -0.26, 0.61, -0.29, 0.97, -0.29, -0.28, -0.67, -0.43, 0.81, -0.30, -0.31, 0.19, -0.22, -0.26, -0.23, 0.23, 0.44, 0.24]
}